No. 1
Density functional theory data (wB97M-V/def2-TZVPD) for the ion C5H10N with charge +1 in a non-equilibrium geometry.

Output
LUMO level   -3.151 eV
ΔE to the lowest compared entry with this formula, charge and spin   48.88 kcal per mole
Orbital gap   0.4224 Eh
SMILES string   C[N@@H+]1C=CCC1
Maximum force   0.079 Eh/bohr
Charge   +1

```
16
C5H10N | OMol25 | wB97M-V/def2-TZVPD
C 2.006 -0.188 -0.255
N 0.620 -0.168 0.401
C -0.347 -1.110 0.093
C -1.587 -0.753 -0.071
C -1.758 0.682 0.000
C -0.093 1.185 0.101
H 1.789 -0.431 -1.286
H 2.678 0.648 0.000
H 2.588 -1.145 0.090
H 0.734 -0.305 1.398
H -0.172 -2.120 0.059
H -2.088 -1.617 -0.445
H -2.399 0.986 -0.953
H -2.273 0.838 0.987
H 0.153 1.489 -0.920
H 0.148 2.012 0.800
```



No. 2
Density functional theory data (wB97M-V/def2-TZVPD) for the molecule C5H8O.

Output
LUMO level   0.652 eV
ΔE to the lowest compared entry with this formula, charge and spin   94.78 kcal per mole
Orbital gap   0.3206 Eh
Maximum force   0.007 Eh/bohr
Charge   0

```
14
C5H8O | OMol25 | wB97M-V/def2-TZVPD
C -0.547 1.189 -0.419
C 0.438 1.147 0.748
C 1.295 -0.094 0.849
C 0.653 -1.221 0.229
C -0.538 -1.121 -0.723
O -1.331 0.011 -0.461
H -1.249 2.024 -0.331
H 0.003 1.308 -1.368
H 1.118 2.006 0.721
H -0.102 1.248 1.703
H 0.365 -1.272 1.346
H 1.249 -2.131 0.099
H -1.193 -1.993 -0.630
H -0.162 -1.100 -1.763
```



No. 3
Density functional theory data (wB97M-V/def2-TZVPD) for a structure of composition C21H58N5O6Zr in a non-equilibrium geometry.

Output
LUMO level   -10.452 eV
Orbital gap   0.0709 Eh
Maximum force   0.106 Eh/bohr
Charge   +3

```
91
C21H58N5O6Zr | OMol25 | wB97M-V/def2-TZVPD
Zr -2.705 2.010 3.934
C -2.903 4.281 4.726
O -0.787 1.838 3.276
H -2.252 5.041 4.295
H -3.780 4.231 4.159
H -3.146 4.654 5.708
C -0.744 3.371 -3.013
C -0.080 3.374 -4.422
C 0.075 1.951 -4.858
O 1.008 1.372 -4.016
C 2.305 1.725 -4.400
N -1.012 4.076 -5.254
H -1.673 2.795 -2.938
H -0.966 4.364 -2.591
H -0.042 2.973 -2.303
H 0.878 3.844 -4.392
H 0.347 1.954 -5.898
H -0.892 1.418 -4.773
H 2.486 2.797 -4.254
H 2.461 1.440 -5.466
H 2.917 1.131 -3.756
H -1.789 4.601 -4.886
H -0.897 4.256 -6.224
C -4.939 2.076 -0.009
C -4.616 2.474 1.546
C -5.645 2.044 2.428
O -5.054 2.131 3.851
C -5.935 2.598 4.775
N -3.396 1.944 2.069
H -4.473 2.722 -0.790
H -6.046 2.080 -0.116
H -4.715 0.976 -0.070
H -4.557 3.556 1.560
H -6.025 1.064 2.379
H -6.509 2.639 2.676
H -6.922 2.152 4.656
H -6.049 3.653 4.928
H -5.465 2.385 5.708
H -2.829 1.341 1.459
H 0.193 -5.469 0.160
C -2.593 -0.953 7.252
C -2.982 0.503 6.882
C -1.979 1.489 7.310
O -1.294 1.801 6.110
C -0.293 2.737 6.180
N -3.447 0.617 5.476
H -2.094 -1.563 6.432
H -3.446 -1.458 7.409
H -1.954 -0.903 8.118
H -3.902 0.843 7.487
H -1.232 0.939 7.858
H -2.391 2.277 7.951
H -0.127 3.285 5.240
H 0.649 2.193 6.274
H -0.447 3.437 7.017
H -4.216 -0.068 5.356
H 4.792 -1.174 1.419
C 8.410 -4.821 -5.024
C 8.274 -3.359 -5.433
C 7.027 -2.670 -4.945
O 7.356 -2.303 -3.658
C 8.665 -1.798 -3.613
N 9.265 -2.410 -4.850
H 9.325 -5.225 -5.409
H 7.503 -5.276 -5.333
H 8.368 -4.985 -3.921
H 8.240 -3.247 -6.488
H 6.088 -3.272 -4.832
H 6.893 -1.757 -5.603
H 9.048 -2.152 -2.659
H 8.590 -0.709 -3.571
H 7.771 3.739 -1.030
H 10.066 -2.895 -4.479
H 9.445 -1.751 -5.644
C -1.107 -6.229 -1.932
C -0.697 -4.806 -1.632
C -1.965 -3.956 -1.054
O -1.648 -2.717 -0.534
C -1.727 -1.537 -1.373
N 0.469 -4.779 -0.619
H -1.036 -6.725 -0.913
H -0.523 -6.829 -2.636
H -2.182 -6.245 -2.183
H -0.345 -4.288 -2.535
H -2.329 -4.547 -0.185
H -2.785 -3.896 -1.758
H -1.865 -0.670 -0.684
H -2.563 -1.619 -2.064
H -0.816 -1.277 -1.825
H 0.521 -3.894 -0.317
H 1.391 -4.961 -0.898
```